Entry 1:
{
  "formula": "CH4IP",
  "method": "ωB97M-V/def2-TZVPD",
  "symbols": ["C", "P", "I", "H", "H", "H", "H"],
  "coordinates": [[-0.6420, 0.9331, 0.6294], [0.1205, -0.3417, -0.2532], [2.3407, -1.6095, -0.4525], [-0.4106, 1.8246, 0.3115], [-0.7564, 0.6075, 1.7168], [-0.7148, -1.5822, -0.4337], [0.0626, 0.1681, -1.5182]],
  "mulliken_charge": [-0.70, 0.00, -0.13, 0.35, 0.23, 0.16, 0.10],
  "total_energy_ha": -679.45873,
  "homo_lumo_gap_ev": 7.79,
  "e_above_lowest_kcal_mol": 57.9,
  "homo_ev": -8.5,
  "multiplicity": 1
}

---

Entry 2:
{
  "formula": "C23H29N3O2",
  "method": "ωB97M-V/def2-TZVPD",
  "symbols": ["C", "H", "H", "H", "C", "N", "C", "H", "C", "N", "C", "O", "C", "C", "C", "C", "C", "C", "H", "H", "N", "C", "O", "C", "C", "C", "C", "C", "C", "H", "C", "H", "H", "C", "H", "H", "C", "H", "H", "H", "H", "H", "H", "H", "H", "H", "H", "H", "C", "C", "H", "H", "H", "H", "H", "H", "H"],
  "coordinates": [[-8.1745, -0.8225, -1.1517], [-8.8236, -0.2652, -1.8229], [-8.6895, -0.9641, -0.2049], [-7.9777, -1.8003, -1.5816], [-6.8643, -0.0669, -0.9320], [-5.9928, -0.8046, -0.0307], [-5.9483, -0.2931, 1.3152], [-6.9809, -0.1643, 1.6504], [-5.2093, 1.0482, 1.5307], [-3.7755, 0.9153, 1.4618], [-3.0279, 1.5210, 0.5091], [-3.5045, 2.2790, -0.3166], [-1.5721, 1.2065, 0.5525], [-0.6837, 2.1733, 0.0875], [0.6733, 1.9377, 0.0835], [1.1789, 0.7163, 0.5322], [0.2936, -0.2642, 0.9746], [-1.0648, -0.0154, 0.9840], [-1.7291, -0.8056, 1.3034], [0.6773, -1.2141, 1.3064], [2.5581, 0.5273, 0.4917], [3.2981, -0.5300, 0.9523], [2.8323, -1.4859, 1.5368], [4.7589, -0.3920, 0.6904], [5.6331, -0.9640, 1.6106], [7.0049, -0.8938, 1.4321], [7.4976, -0.2629, 0.3070], [6.6285, 0.2913, -0.6318], [5.2634, 0.2388, -0.4492], [4.6034, 0.6427, -1.2050], [7.3994, 0.9053, -1.7630], [6.9585, 0.6925, -2.7368], [7.4298, 1.9917, -1.6384], [8.8018, 0.2963, -1.6050], [9.5873, 0.9745, -1.9340], [8.8687, -0.6156, -2.2000], [8.9216, -0.0592, -0.1143], [9.5406, -0.9391, 0.0584], [9.3539, 0.7709, 0.4521], [7.6739, -1.3346, 2.1561], [5.2135, -1.4659, 2.4692], [3.0762, 1.3036, 0.1035], [1.3532, 2.6994, -0.2732], [-1.0831, 3.1104, -0.2695], [-3.3295, 0.3209, 2.1412], [-5.4864, 1.7658, 0.7552], [-5.4912, 1.4551, 2.5085], [-5.4849, -1.0543, 1.9528], [-4.7196, -1.2002, -0.6003], [-4.9000, -2.3373, -1.6029], [-5.4199, -3.1669, -1.1310], [-5.4781, -2.0111, -2.4630], [-3.9287, -2.6801, -1.9513], [-4.2013, -0.3614, -1.0918], [-4.0855, -1.5577, 0.2149], [-7.0908, 0.9282, -0.5318], [-6.3626, 0.0804, -1.8918]],
  "mulliken_charge": [-1.30, 0.44, 0.27, 0.28, -0.70, 0.38, -1.07, 0.34, -0.63, -0.12, 0.41, -0.66, 0.88, -0.96, -0.58, 1.06, -1.24, -0.46, 0.21, 0.51, -0.18, 0.67, -0.65, 0.67, -0.76, -0.90, 0.59, 0.35, -0.88, 0.50, -0.88, 0.34, 0.28, -0.64, 0.31, 0.30, -0.86, 0.36, 0.28, 0.43, 0.44, 0.15, 0.33, 0.46, 0.23, 0.38, 0.33, 0.47, 0.09, -1.52, 0.36, 0.29, 0.47, 0.11, 0.16, 0.38, 0.47],
  "total_energy_ha": -1208.62764,
  "homo_lumo_gap_ev": 8.45,
  "e_above_lowest_kcal_mol": 21.2,
  "homo_ev": -8.0,
  "multiplicity": 1
}

---

Entry 3:
{
  "formula": "C4H7NO",
  "method": "ωB97M-V/def2-TZVPD",
  "symbols": ["O", "C", "C", "C", "N", "C", "H", "H", "H", "H", "H", "H", "H"],
  "coordinates": [[-0.6093, 1.6208, 0.6896], [-0.7155, 0.4635, -0.0764], [0.3173, 0.5140, -1.2926], [0.7297, -0.9025, -1.3768], [0.3584, -0.6501, 1.7380], [-0.4647, -0.7714, 0.7794], [0.0300, 1.4103, 1.3929], [-1.7227, 0.4095, -0.4981], [1.0642, 1.2798, -1.0457], [-0.2555, 0.8288, -2.1713], [1.7484, -0.9795, -0.9399], [0.4837, -1.5241, 2.2471], [-0.9941, -1.6929, 0.5174]],
  "mulliken_charge": [-0.56, 0.11, -0.49, -0.37, -0.63, -0.20, 0.38, 0.30, 0.25, 0.27, 0.17, 0.27, 0.49],
  "total_energy_ha": -286.43164,
  "homo_lumo_gap_ev": 8.35,
  "e_above_lowest_kcal_mol": 125.5,
  "homo_ev": -8.8,
  "multiplicity": 1
}

---

Entry 4:
{
  "formula": "C29H56F5N4O8P",
  "method": "ωB97M-V/def2-TZVPD",
  "symbols": ["C", "C", "N", "C", "O", "C", "C", "C", "C", "C", "C", "N", "C", "C", "C", "C", "N", "O", "N", "P", "C", "C", "C", "F", "F", "C", "F", "F", "F", "H", "H", "H", "H", "H", "H", "H", "H", "H", "H", "H", "H", "H", "H", "H", "H", "H", "H", "H", "H", "H", "H", "H", "H", "H", "H", "C", "O", "C", "C", "O", "C", "H", "H", "H", "H", "H", "H", "H", "H", "H", "H", "C", "O", "C", "C", "O", "C", "H", "H", "H", "H", "H", "H", "H", "H", "H", "H", "C", "O", "C", "C", "O", "C", "H", "H", "H", "H", "H", "H", "H", "H", "H", "H"],
  "coordinates": [[0.5079, -3.5506, 3.1170], [-0.2575, -3.7229, 1.6865], [0.7597, -4.1457, 0.6814], [0.5182, -3.6073, -0.6750], [0.5263, -2.1792, -0.7900], [1.6403, -1.5522, -0.1193], [3.0589, -2.0533, -0.7419], [3.7775, -3.1973, -0.0083], [5.1396, -3.8380, -0.4211], [5.7466, -3.1285, -1.6894], [4.9067, -1.9777, -2.2692], [3.6520, -1.4558, -1.8833], [1.5299, 0.0383, -0.4663], [1.0367, 0.2781, -1.9763], [-0.5095, 0.6280, -2.1639], [-1.2969, -0.4441, -3.0959], [-2.7055, -0.8029, -2.7524], [-0.8103, -0.9662, -4.1208], [0.8361, 0.8496, 0.5746], [-0.4594, 0.0236, 1.4330], [-2.0102, 1.1627, 1.3819], [0.0626, 0.0657, 3.2776], [-0.9015, -4.0815, -1.3249], [-2.0081, -3.3209, -0.8444], [-0.7875, -3.7391, -2.7232], [-1.1308, -5.6625, -1.2846], [-1.4003, -6.1962, -0.0071], [-2.3093, -5.9160, -2.0635], [-0.0820, -6.3964, -1.8677], [-0.2758, -3.7275, 3.9424], [1.2721, -4.4144, 3.2056], [1.0514, -2.5551, 3.2100], [-1.0380, -4.5563, 1.8852], [-0.8580, -2.7954, 1.4029], [0.8383, -5.1716, 0.6577], [1.3156, -4.0927, -1.3609], [1.7234, -1.7624, 0.9972], [3.2729, -3.6257, 0.9301], [5.6481, -4.6885, 0.1313], [6.7563, -3.4559, -2.1295], [5.3887, -1.4538, -3.1776], [2.6327, 0.3926, -0.4467], [1.3013, -0.5973, -2.6818], [1.6583, 1.1668, -2.3798], [-0.5576, 1.6135, -2.7709], [-1.1008, 0.8224, -1.2120], [-3.2883, -0.0143, -3.0761], [-2.8002, -0.8227, -1.7198], [0.4733, 1.7331, 0.1846], [-1.7899, 2.0148, 0.6393], [-2.9480, 0.5966, 1.0432], [-2.1443, 1.6334, 2.4110], [-0.3016, -0.8497, 3.8504], [1.2192, 0.0585, 3.2625], [-0.2652, 1.0654, 3.7214], [-7.5564, -0.6818, 2.8666], [-8.0883, 0.6078, 3.1372], [-7.1733, 1.4341, 3.8546], [-6.4728, 2.4244, 2.9303], [-5.6187, 1.7534, 2.0031], [-6.2077, 1.6308, 0.7166], [-8.1886, -1.1597, 2.1160], [-6.5360, -0.6300, 2.4780], [-7.5729, -1.2877, 3.7776], [-6.4450, 0.8244, 4.4012], [-7.7593, 1.9951, 4.5895], [-5.8371, 3.0791, 3.5324], [-7.1996, 3.0523, 2.4038], [-6.1717, 2.5946, 0.1996], [-7.2423, 1.2818, 0.7715], [-5.6277, 0.9037, 0.1445], [8.4649, -3.3859, -5.2749], [7.9190, -2.1045, -4.9929], [8.8222, -1.2793, -4.2591], [9.5201, -0.2720, -5.1670], [10.3855, -0.9235, -6.0963], [9.8062, -1.0359, -7.3887], [7.8426, -3.8607, -6.0355], [9.4874, -3.3200, -5.6553], [8.4476, -4.0030, -4.3711], [9.5519, -1.8894, -3.7151], [8.2266, -0.7322, -3.5212], [10.1462, 0.3808, -4.5522], [8.7908, 0.3556, -5.6902], [9.8369, -0.0659, -7.8939], [8.7745, -1.3950, -7.3452], [10.3967, -1.7505, -7.9650], [-3.0059, 7.9922, 3.0527], [-4.1641, 8.3179, 3.8090], [-5.3580, 7.8021, 3.2245], [-5.8195, 6.5310, 3.9295], [-4.8939, 5.4621, 3.7316], [-4.0491, 5.2635, 4.8565], [-2.1289, 8.1911, 3.6714], [-2.9915, 6.9393, 2.7596], [-2.9570, 8.6233, 2.1602], [-5.2221, 7.6285, 2.1511], [-6.1292, 8.5693, 3.3447], [-6.7713, 6.2130, 3.4942], [-5.9811, 6.7112, 4.9977], [-4.6059, 4.7616, 5.6538], [-3.6388, 6.2048, 5.2315], [-3.2200, 4.6227, 4.5503]],
  "mulliken_charge": [-1.04, -0.03, -0.03, -1.13, 0.54, 0.15, -0.20, -0.16, -0.75, -0.15, -0.36, -0.20, -0.25, -0.77, 0.18, 0.27, -0.57, -0.52, -0.40, 0.74, -0.94, -1.19, 0.84, -0.30, -0.32, 0.44, -0.22, -0.26, -0.24, 0.36, 0.30, 0.10, 0.39, -0.12, 0.45, 0.32, 0.02, 0.22, 0.35, 0.26, 0.38, 0.40, 0.32, 0.49, 0.31, -0.36, 0.31, 0.26, 0.39, 0.31, 0.12, 0.34, 0.25, 0.28, 0.39, -0.64, -0.37, -0.60, -0.02, -0.22, -0.85, 0.25, 0.22, 0.32, 0.33, 0.36, -0.01, 0.33, 0.31, 0.40, 0.19, -0.81, -0.33, -0.35, -0.68, -0.37, -0.70, 0.28, 0.38, 0.29, 0.35, 0.36, 0.39, 0.34, 0.32, 0.30, 0.25, -0.67, -0.38, -0.57, -0.55, -0.16, -0.87, 0.24, 0.26, 0.32, 0.32, 0.37, 0.35, 0.38, 0.31, 0.47, 0.18],
  "total_energy_ha": -2799.85374,
  "homo_lumo_gap_ev": 8.18,
  "homo_ev": -8.0,
  "multiplicity": 1
}

---

Entry 5:
{
  "formula": "C27H27I2N4O4RuS4",
  "method": "ωB97M-V/def2-TZVPD",
  "symbols": ["Ru", "I", "C", "I", "H", "H", "O", "S", "C", "C", "C", "C", "C", "C", "C", "C", "C", "C", "C", "C", "C", "C", "H", "H", "H", "H", "H", "H", "H", "H", "H", "H", "H", "H", "H", "H", "S", "C", "N", "C", "C", "S", "H", "H", "H", "H", "H", "O", "S", "O", "O", "C", "N", "C", "C", "C", "N", "C", "C", "C", "N", "C", "C", "H", "H", "H", "H", "H", "H"],
  "coordinates": [[-2.0460, 1.3332, 0.6985], [-1.6862, 2.3804, 3.3356], [-2.5711, 4.2348, 2.7674], [-2.8352, 4.3455, 0.6678], [-1.9132, 5.0329, 3.0889], [-3.5429, 4.2947, 3.2414], [-0.2607, 1.8147, -0.2859], [0.6417, 3.0727, -0.3027], [2.3167, 2.4123, -0.0771], [2.6625, 1.2527, -0.9588], [3.4629, 1.4436, -2.0810], [3.8000, 0.3715, -2.8941], [3.3446, -0.9016, -2.5855], [2.5583, -1.1003, -1.4587], [2.2158, -0.0294, -0.6483], [0.6568, 3.5525, -2.0366], [1.5352, 4.7591, -2.2365], [2.5337, 4.7341, -3.2043], [3.3420, 5.8440, -3.4019], [3.1641, 6.9807, -2.6267], [2.1654, 7.0136, -1.6637], [1.3493, 5.9091, -1.4722], [2.3441, 2.1552, 0.9831], [2.9680, 3.2753, -0.2328], [3.8465, 2.4319, -2.3031], [4.4336, 0.5274, -3.7567], [3.6208, -1.7400, -3.2109], [2.2290, -2.0984, -1.1990], [1.6194, -0.1899, 0.2423], [-0.3935, 3.7488, -2.2650], [0.9864, 2.6837, -2.6084], [2.6661, 3.8520, -3.8191], [4.1083, 5.8221, -4.1649], [3.7968, 7.8444, -2.7794], [2.0158, 7.9039, -1.0680], [0.5569, 5.9522, -0.7325], [-4.3570, 0.9141, 0.0514], [-5.0074, -0.4162, 0.8866], [-6.2644, -0.7752, 0.7424], [-6.6792, -2.0265, 1.3834], [-5.7135, -2.2174, 2.5464], [-4.1592, -1.4314, 1.9991], [-6.8627, -0.2848, 0.0910], [-6.6053, -2.8401, 0.6593], [-7.7088, -1.9460, 1.7241], [-5.5284, -3.2661, 2.7607], [-6.0511, -1.7143, 3.4499], [0.5838, -7.4641, 3.7654], [1.9267, -6.8477, 3.7335], [2.0837, -5.6209, 4.4414], [3.0398, -7.7043, 3.5218], [1.3172, -6.2997, 1.9179], [1.5678, -7.1136, 0.9414], [1.3148, -6.6462, -0.2860], [0.7555, -5.3902, -0.4630], [0.4848, -4.6278, 0.6741], [0.7694, -5.1330, 1.8877], [-0.1031, -3.2773, 0.6713], [-0.1100, -2.5368, 1.8568], [-0.6694, -1.2805, 1.8592], [-1.2195, -0.7247, 0.7698], [-1.2067, -1.4281, -0.3703], [-0.6650, -2.6930, -0.4626], [1.5551, -7.2930, -1.1200], [0.5415, -5.0344, -1.4603], [0.3187, -2.9495, 2.7595], [-0.6877, -0.6905, 2.7670], [-1.6512, -0.9544, -1.2370], [-0.7009, -3.2063, -1.4129]],
  "mulliken_charge": [0.59, 0.16, -0.86, 0.15, 0.44, 0.47, -0.44, 0.43, -1.41, 0.03, -0.28, -0.75, -0.64, -0.40, -0.05, -0.87, 0.38, -0.42, -0.72, -0.48, -0.69, -0.13, 0.57, 0.59, 0.66, 0.43, 0.42, 0.47, 0.33, 0.57, 0.43, 0.54, 0.41, 0.40, 0.41, 0.36, -0.30, 0.32, -0.17, -0.56, -0.53, 0.01, 0.26, 0.28, 0.35, 0.41, 0.32, -0.41, 1.09, -0.49, -0.48, 0.37, -0.11, -0.72, -0.47, -0.05, -0.19, 1.55, -0.50, -1.32, 1.20, -1.06, -0.68, 0.45, 0.42, 0.68, 0.34, 0.49, 0.39],
  "total_charge": 2,
  "total_energy_ha": -3847.32328,
  "homo_lumo_gap_ev": [5.06, 4.59],
  "e_above_lowest_kcal_mol": 55.4,
  "homo_ev": [-11.2, -13.6],
  "multiplicity": 6
}

---

Entry 6:
{
  "formula": "C18H31NO6PS3Ti",
  "method": "ωB97M-V/def2-TZVPD",
  "symbols": ["C", "C", "C", "C", "C", "C", "C", "C", "C", "C", "C", "C", "O", "C", "C", "O", "C", "C", "S", "O", "O", "N", "S", "O", "O", "P", "S", "C", "C", "H", "H", "H", "H", "H", "H", "H", "H", "H", "H", "H", "H", "H", "H", "H", "H", "H", "H", "H", "H", "H", "H", "H", "H", "H", "H", "H", "H", "H", "H", "H", "Ti"],
  "coordinates": [[-6.8160, 0.5866, -1.2123], [-5.9281, -0.7401, -1.3082], [-6.8869, -1.9428, -0.7498], [-5.6571, -1.1517, -2.8628], [-4.6094, -0.7878, -0.4025], [-3.8705, 0.5937, -0.1155], [-4.5747, 1.4864, 1.0551], [-3.5910, 1.4943, -1.4539], [-2.3794, 0.3155, 0.4771], [-1.7407, -1.0768, 0.6587], [-0.2974, -1.1862, 1.2352], [0.5566, 0.0490, 1.6823], [1.8372, -0.2333, 2.2122], [2.6794, 0.9434, 2.2870], [3.2248, 1.4355, 0.8362], [4.5622, 0.8562, 0.6693], [5.3565, 1.6712, -0.2301], [5.9326, 0.8316, -1.4928], [7.5473, -0.0154, -1.1109], [8.5451, 0.9364, -0.5047], [8.1495, -0.5929, -2.3883], [7.1428, -1.3604, -0.1231], [8.4359, -1.8127, 0.9084], [8.2358, -1.1164, 2.2296], [9.8067, -1.6610, 0.3089], [8.1744, -3.9490, 1.2538], [6.4407, -4.6233, 0.6869], [-0.0924, 1.4443, 1.5316], [-1.5420, 1.5707, 0.9349], [-7.7355, 0.4135, -1.8947], [-6.3244, 1.5419, -1.5923], [-7.2693, 0.7384, -0.1577], [-7.0918, -1.8493, 0.3713], [-7.8741, -1.9284, -1.3417], [-6.3169, -2.9240, -0.9639], [-5.1083, -2.1616, -2.8407], [-5.0424, -0.3789, -3.4301], [-6.6622, -1.3492, -3.3993], [-4.9152, -1.2480, 0.6153], [-3.9095, -1.5708, -0.8881], [-4.3446, 2.6227, 0.9209], [-5.6817, 1.2558, 1.1901], [-4.0632, 1.1831, 2.0465], [-4.3167, 1.2749, -2.3007], [-2.4869, 1.4116, -1.7446], [-3.7613, 2.5838, -1.1382], [-2.2941, -2.0284, 0.3849], [0.1521, -2.2392, 1.3205], [3.6300, 0.6219, 2.8608], [2.2336, 1.8056, 2.9024], [2.5552, 1.0265, 0.0078], [3.2735, 2.5793, 0.8819], [4.7368, 2.5261, -0.6943], [6.2509, 2.1609, 0.2894], [6.1568, 1.5484, -2.3620], [5.1454, 0.0566, -1.8169], [8.4732, -4.1746, 2.6470], [9.1967, -4.6265, 0.4766], [0.4762, 2.3906, 1.8484], [-1.9616, 2.6459, 0.8644], [-3.7625, 4.1263, 1.9244]],
  "mulliken_charge": [-1.44, 1.32, -1.42, -1.24, -1.60, 2.68, -0.46, -1.11, -0.39, -0.42, -0.69, 0.44, -0.41, -0.59, -0.18, -0.25, -0.49, -0.67, 1.01, -0.55, -0.57, -0.20, 1.03, -0.55, -0.54, 0.10, -0.29, -0.71, 0.18, 0.43, 0.25, 0.28, 0.37, 0.38, 0.34, 0.36, 0.26, 0.37, 0.36, 0.35, -0.75, 0.40, 0.56, 0.26, 0.32, 0.18, 0.32, 0.34, 0.35, 0.26, 0.29, 0.32, 0.34, 0.34, 0.37, 0.33, 0.15, 0.16, 0.11, -0.09, 0.71],
  "total_charge": 1,
  "total_energy_ha": -3595.05068,
  "homo_lumo_gap_ev": 1.12,
  "homo_ev": -9.3,
  "multiplicity": 1
}

---

Q: Which formula does entry 4 have?
A: C29H56F5N4O8P

---

Q: The highest multiplicity belongs to which entry?
A: C27H27I2N4O4RuS4

---

Q: multiplicity of number 1 (CH4IP)?
A: 1